{
  "formula": "C42H72N12",
  "method": "ωB97M-V with the def2-TZVPD basis set",
  "elements": ["C", "C", "C", "C", "N", "H", "H", "H", "H", "H", "H", "H", "C", "C", "C", "C", "N", "H", "H", "H", "H", "H", "H", "H", "C", "C", "C", "C", "N", "H", "H", "H", "H", "H", "H", "H", "C", "C", "C", "C", "N", "H", "H", "H", "H", "H", "H", "H", "C", "C", "C", "C", "N", "H", "H", "H", "H", "H", "H", "H", "C", "C", "C", "C", "N", "H", "H", "H", "H", "H", "H", "H", "C", "C", "C", "C", "N", "H", "H", "H", "H", "H", "H", "H", "C", "C", "C", "C", "N", "H", "H", "H", "H", "H", "H", "H", "C", "C", "C", "C", "N", "H", "H", "H", "H", "H", "H", "H", "C", "C", "N", "H", "H", "H", "C", "C", "N", "H", "H", "H", "C", "C", "N", "H", "H", "H"],
  "positions_angstrom": [[3.6562, -1.8904, -1.0622], [3.1985, -0.7189, -1.8516], [4.1691, -0.1723, -2.8975], [5.4319, 0.4221, -2.2437], [6.3071, 1.0198, -1.7747], [2.7504, -2.2304, -0.5383], [4.4076, -1.6818, -0.3248], [3.9768, -2.7578, -1.6603], [2.9461, 0.0700, -1.1117], [2.2647, -0.9444, -2.3567], [3.7405, 0.5930, -3.4762], [4.5353, -0.9488, -3.5153], [2.4208, 3.3019, -1.1285], [3.2261, 4.3405, -0.3396], [2.7018, 5.7689, -0.6577], [1.2943, 5.9902, -0.5281], [0.1460, 6.1397, -0.3413], [2.5264, 3.5555, -2.1929], [1.3473, 3.3244, -0.7567], [2.7989, 2.2256, -0.8823], [4.2585, 4.3628, -0.7035], [3.2793, 4.0831, 0.6912], [2.9170, 6.1404, -1.7197], [3.1425, 6.5452, 0.0287], [-2.1799, -3.1955, 0.6721], [-1.7528, -4.5710, 0.1074], [-0.4043, -4.4841, -0.6799], [0.6138, -4.1794, 0.3038], [1.3350, -3.9588, 1.1898], [-2.6296, -2.5375, -0.0694], [-1.3479, -2.7210, 1.1365], [-2.9609, -3.3671, 1.3859], [-2.5525, -4.8391, -0.6104], [-1.6793, -5.2971, 0.9104], [-0.5086, -3.7462, -1.5310], [-0.2240, -5.4600, -1.1406], [6.1450, -0.2998, 1.9806], [5.2756, 0.9325, 2.0629], [4.1536, 1.0259, 3.0898], [3.0109, 0.4204, 2.4985], [2.2429, -0.0661, 1.7738], [6.6402, -0.2592, 1.0015], [5.5912, -1.2134, 2.0566], [6.9173, -0.2309, 2.7632], [4.7904, 1.0778, 1.0964], [5.8832, 1.8100, 2.2975], [3.8390, 2.0170, 3.3425], [4.3676, 0.3742, 3.9534], [-0.7924, 4.4683, 4.0633], [-0.1007, 3.8994, 2.7921], [0.0446, 2.3807, 2.9670], [1.0128, 2.1226, 4.0403], [1.7973, 2.0244, 4.8638], [-1.1089, 5.4887, 3.9205], [-0.0581, 4.4684, 4.8621], [-1.6114, 3.7685, 4.2769], [0.8739, 4.3666, 2.7322], [-0.5702, 4.2972, 1.9139], [0.3949, 1.9277, 2.0573], [-1.0199, 2.0165, 3.2679], [-0.0248, 4.0148, -4.9062], [-1.3357, 3.5214, -4.3039], [-1.1221, 2.5544, -3.0688], [0.1785, 1.9129, -3.0377], [1.2284, 1.4577, -3.0461], [0.4383, 4.6494, -4.1849], [-0.2336, 4.4018, -5.8770], [0.6129, 3.1635, -5.0714], [-1.9212, 3.0258, -5.0774], [-1.8460, 4.4452, -3.9032], [-1.9175, 1.8534, -2.9001], [-1.0274, 3.1660, -2.1156], [1.9056, -2.4389, 5.6937], [0.6590, -2.5016, 4.8718], [0.3639, -3.9603, 4.5071], [-0.8774, -4.1099, 3.7623], [-1.9020, -4.0259, 3.2703], [2.2897, -1.4899, 5.9437], [2.7155, -3.0162, 5.2440], [1.8138, -2.9347, 6.6822], [1.0041, -1.9998, 3.8846], [-0.1845, -1.9749, 5.2101], [0.2281, -4.5882, 5.4046], [1.1918, -4.5201, 3.9988], [-4.4374, -1.6239, -6.3308], [-4.1343, -2.9889, -5.7221], [-3.6691, -2.9661, -4.2904], [-4.7355, -2.3959, -3.4369], [-5.4608, -1.9942, -2.6614], [-4.6585, -1.7990, -7.4109], [-3.5790, -0.9784, -6.0997], [-5.4123, -1.2335, -5.9153], [-3.2727, -3.4838, -6.2119], [-4.9592, -3.7392, -5.8894], [-2.8260, -2.3476, -4.0870], [-3.5727, -3.9826, -3.9653], [-2.8194, -0.6508, 3.1962], [-4.3088, -0.9082, 3.0505], [-4.8633, -1.2172, 4.4384], [-4.6530, -0.2376, 5.5104], [-4.6689, 0.6446, 6.2540], [-2.6514, 0.0872, 3.9520], [-2.4479, -0.1767, 2.2416], [-2.3635, -1.6422, 3.4525], [-4.4931, -1.8044, 2.4344], [-4.7996, -0.0300, 2.5929], [-4.5586, -2.1878, 4.8883], [-5.9687, -1.3793, 4.4420], [0.0462, -1.4641, -5.2526], [-0.3974, -2.8263, -5.0928], [-0.6330, -3.9515, -4.9678], [1.1395, -1.4670, -5.1872], [-0.2833, -0.8067, -4.4274], [-0.2622, -1.0326, -6.2271], [-3.9541, 1.2229, -0.1824], [-2.7455, 1.9506, 0.2099], [-1.7205, 2.3447, 0.4831], [-3.8797, 0.1924, 0.1950], [-4.0476, 1.2138, -1.2787], [-4.8471, 1.7463, 0.1756], [-0.1006, -0.5766, -0.2490], [-0.8552, -0.7553, -1.4723], [-1.5856, -0.7626, -2.3611], [-0.7566, -0.2061, 0.4863], [0.7159, 0.1502, -0.3058], [0.3717, -1.5414, 0.0359]],
  "forces_ev_per_angstrom": [[-0.876, -1.569, 0.074], [-0.045, 1.320, 0.116], [1.940, 0.199, 2.430], [-0.752, 0.518, -0.214], [-0.825, -0.864, -0.378], [0.479, -0.124, 0.273], [0.449, 0.249, 0.304], [0.061, 0.353, -0.034], [0.099, -0.189, -0.588], [-0.132, -0.052, -0.210], [-0.608, 1.013, -0.749], [0.188, -0.919, -0.862], [0.057, -1.183, 1.454], [0.025, 0.451, -1.907], [1.296, 1.442, -0.255], [-3.983, -0.086, 1.054], [2.658, -0.313, -0.619], [-0.375, -0.537, 0.295], [1.084, 0.016, -0.791], [-0.548, 1.944, -0.765], [-0.027, -0.219, 0.104], [-0.277, 0.241, 1.023], [0.229, -0.870, 1.310], [-0.014, -0.755, -0.659], [-0.477, -0.841, -0.880], [-0.619, 1.279, -1.097], [-1.447, -0.058, -0.607], [1.459, 0.465, 1.222], [-0.987, -0.289, -1.340], [0.309, -0.020, -0.497], [0.450, 0.525, 0.575], [-0.162, 0.052, 0.475], [0.501, -0.394, 0.370], [-0.008, -0.121, -0.024], [0.429, -0.546, 1.086], [0.295, 0.154, 0.064], [0.720, 0.826, 0.178], [-0.072, 1.291, -0.329], [0.322, -1.746, 0.734], [-2.035, -1.437, -2.310], [0.619, 0.587, 1.210], [0.023, -0.217, 0.295], [-0.317, -0.600, 0.103], [-0.238, -0.423, -0.238], [0.288, 0.316, -0.143], [0.294, -0.086, -0.501], [0.385, 0.615, 0.561], [0.141, 0.841, 0.267], [0.617, -0.815, -0.869], [0.342, 1.059, 1.459], [-1.845, 0.443, 0.383], [-0.997, 0.187, -0.777], [0.618, -0.220, 0.713], [-0.401, 0.220, -0.052], [-0.166, -0.151, 0.399], [-0.089, 0.646, 0.367], [0.601, -0.059, 0.047], [-0.688, -0.766, -0.640], [-0.053, -0.526, -0.291], [2.020, 0.062, -0.607], [-0.744, -1.480, 0.380], [-0.022, 0.459, 1.179], [0.646, 2.128, 0.995], [-0.498, -0.440, -0.658], [0.398, -0.415, -0.111], [0.581, 0.873, 0.009], [0.104, 1.009, -0.484], [0.509, -0.307, -0.087], [-0.233, 0.049, 0.206], [-0.023, -1.220, -0.573], [-0.285, -0.432, -0.111], [-0.585, -0.359, -0.964], [0.397, -1.818, 1.813], [2.447, -0.057, -3.430], [0.303, -1.486, 0.463], [0.927, 0.569, 0.481], [-0.997, -0.522, -0.029], [0.174, 1.440, -0.143], [-0.029, 0.158, -0.407], [-0.360, 0.124, -0.300], [-1.042, -0.588, 1.237], [-1.059, 0.534, 0.770], [-0.070, 0.400, 0.083], [-0.556, 1.020, 0.032], [-1.298, -0.808, -0.075], [0.536, -1.364, -1.169], [-2.608, 0.447, 0.585], [1.520, -0.779, -0.557], [-1.337, 0.774, 1.028], [0.627, 0.608, 0.644], [-0.486, 0.239, -0.504], [1.219, -0.075, -0.152], [-0.345, 0.460, -0.357], [0.527, 0.937, 0.457], [0.952, 0.134, -0.104], [0.676, -0.486, 0.357], [0.175, -0.608, -1.618], [0.060, 0.005, 0.429], [-1.643, -1.273, 1.197], [-0.412, 1.181, -0.346], [0.342, -0.639, -0.178], [0.241, 0.333, 0.698], [0.113, -0.905, 0.856], [0.180, 1.179, -0.385], [0.021, 0.484, 0.054], [-0.074, -0.457, 0.334], [0.485, 0.375, -0.774], [0.565, 0.381, -0.307], [0.316, 1.186, -0.054], [-0.100, -1.411, 0.157], [0.000, 1.005, -0.069], [-0.105, 0.029, -0.226], [-0.150, -0.447, -0.408], [0.156, -0.339, 0.593], [-0.243, 0.359, -0.317], [-1.902, -1.410, -0.744], [1.881, 1.010, 0.463], [-0.225, 0.369, -0.146], [0.227, -0.186, 0.326], [0.170, -0.316, 0.211], [1.682, -1.071, -0.525], [-0.403, 0.753, -0.075], [0.189, -0.318, -0.126], [-0.838, 0.135, 1.126], [-0.208, -0.102, -0.491], [-0.400, 0.659, 0.127]],
  "mulliken_charge": [-0.92, 1.62, -0.52, 0.15, -0.58, -0.03, 0.13, 0.41, -0.84, -0.22, 0.29, 0.56, 0.01, -0.66, -0.46, 0.32, -0.60, 0.44, -0.03, -0.50, 0.35, 0.38, 0.29, 0.36, -0.64, -1.06, 0.09, 0.23, -0.49, 0.57, 0.07, 0.34, 0.43, 0.37, -0.27, 0.47, -1.48, 0.01, -0.49, 0.10, -0.31, 0.34, 0.34, 0.42, -0.15, 0.43, 0.58, 0.25, -1.37, -0.55, 1.93, -0.02, -0.62, 0.43, 0.33, 0.29, 0.31, 0.38, -0.74, -0.34, -1.27, -0.51, 0.36, -0.33, -0.03, 0.29, 0.42, 0.31, 0.39, 0.29, 0.13, -0.05, -1.64, 0.41, -0.77, 0.16, -0.45, 0.40, 0.36, 0.38, -0.20, 0.47, 0.46, 0.36, -0.99, -0.67, 0.96, 0.02, -0.57, 0.34, 0.22, 0.31, 0.36, 0.34, -0.65, 0.33, 0.29, -0.40, -0.66, 0.22, -0.48, 0.70, -0.67, -0.35, 0.12, 0.43, 0.31, 0.39, -0.25, 0.40, -0.54, 0.32, -0.24, 0.40, -0.88, 0.37, -0.16, 0.03, 0.32, 0.42, 2.06, -0.07, -0.43, -0.80, -0.24, -0.66],
  "de_lowest_kcal_mol": 23.6,
  "gap_ev": 11.549,
  "homo_energy_ev": -11.216,
  "fmax_ev_per_a": 4.21,
  "smiles": "CCCC#N.CCCC#N.CCCC#N.CCCC#N.CCCC#N.CCCC#N.CCCC#N.CCCC#N.CCCC#N.CC#N.CC#N.CC#N",
  "lumo_ha": 0.012
}